Entry 1:
# C4H8O2

The ion C4H8O2 with charge -2 (the ωB97M-V functional and the def2-TZVPD basis, the Open Molecules 2025 dataset).

Element x y z (Å)
O (-2.66608, 1.46931, 0.48628)
O (2.57060, -1.83772, -0.54014)
C (-0.39217, 0.54746, 0.46638)
C (-1.53431, 1.39546, -0.11332)
C (1.39045, -1.40753, 0.18215)
C (0.58051, -0.16010, -0.50116)
H (-0.95094, 2.47223, -0.20675)
H (-1.49546, 1.07912, -1.26819)
H (-0.91160, -0.12256, 1.11740)
H (0.71672, -2.24132, 0.15665)
H (-0.01120, -0.79380, -1.20992)
H (1.69635, -1.22743, 1.32057)
H (1.43003, 0.35776, -0.95055)
H (0.02302, 1.17163, 1.26741)

Results
Net charge: -2
Maximum force: 4.42 eV/A
ΔE to the lowest compared entry with this formula, charge and spin: 1.1900 eV
Structure (SMILES): [O-]CCCC[O-]
Orbital gap: 6.49 eV



Entry 2:
# C2H4ClOP

A cluster of 2 separate species, C2H4ClOP in total (the ωB97M-V functional and the def2-TZVPD basis, the Open Molecules 2025 dataset).

Element x y z (Å)
Cl (-2.59234, -1.29657, -2.25766)
P (1.51157, -1.73048, 0.17770)
O (0.04422, -1.27221, -0.52242)
C (1.32501, -0.21999, 0.79181)
C (0.03995, -0.00146, 0.04805)
H (0.16213, 0.95108, -0.67634)
H (-0.73339, 0.17972, 0.66648)
H (-1.96401, -0.99223, -1.16434)
H (1.83478, 0.57539, 1.24587)

Results
Maximum force: 5.14 eV/A
ΔE to the lowest compared entry with this formula, charge and spin: 2.4397 eV
Orbital gap: 9.70 eV



Entry 3:
# C8H28N2O5

A cluster of 5 separate species, C8H28N2O5 in total (the ωB97M-V functional and the def2-TZVPD basis, the Open Molecules 2025 dataset).

Element x y z (Å)
O (2.75356, -0.82988, -2.31626)
O (-1.16698, 2.97879, 2.51935)
O (-1.36654, -3.66542, -0.63440)
O (-0.23373, 0.66333, -3.32445)
O (1.52946, 2.30729, -2.11292)
N (1.54468, -3.04605, -1.12339)
N (-0.50790, 2.67138, -0.15619)
C (-0.86513, 1.68666, 2.09292)
C (-2.59119, -3.32898, -1.24269)
C (0.12689, 1.90391, 0.88719)
C (-0.63075, -2.44184, -0.48363)
C (-2.10312, 2.95154, 3.54022)
C (1.49905, 2.30079, 1.23792)
C (1.35987, -1.65612, 0.86609)
C (0.74209, -2.82969, 0.10937)
H (-1.68853, 1.18224, 1.58696)
H (-0.47074, -1.92666, -1.41955)
H (-2.44067, -3.05031, -2.27978)
H (-2.11668, 3.90124, 4.07779)
H (-0.71675, 0.93438, -4.07715)
H (0.31298, 1.38187, -3.10787)
H (-3.13002, 2.67181, 3.14518)
H (0.62192, -3.76044, 0.67188)
H (2.39367, -3.55394, -0.87097)
H (2.30856, -1.66172, -1.98265)
H (-3.14573, -2.58452, -0.74540)
H (0.87693, -1.56316, 1.82107)
H (-1.04429, 2.16356, -0.76836)
H (-1.07595, -1.69219, 0.17933)
H (1.61733, 3.20566, 1.84735)
H (2.09179, 2.57261, 0.36067)
H (2.00725, 1.54995, -1.88156)
H (-1.79447, 2.21866, 4.31544)
H (2.13930, -0.42806, -2.92097)
H (0.29710, 0.90941, 0.29903)
H (1.29554, -0.75190, 0.19755)
H (1.96075, 1.47885, 1.81096)
H (-1.06448, 3.40332, 0.24488)
H (0.94197, 2.54780, -1.39109)
H (-0.45401, 1.04812, 2.94792)
H (2.38486, -1.97049, 0.92732)
H (-3.21531, -4.16569, -1.17083)
H (1.01741, -3.72609, -1.67629)

Results
Maximum force: 3.65 eV/A
ΔE to the lowest compared entry with this formula, charge and spin: 0.9934 eV
Structure (SMILES): COC[C@H](C)N.COC[C@H](C)N.O.O.O
Orbital gap: 10.39 eV



Entry 4:
# BHS2

An isolated molecule of BHS2 (the ωB97M-V functional and the def2-TZVPD basis, the Open Molecules 2025 dataset).

Element x y z (Å)
S (-1.30940, 0.30583, 0.15514)
S (2.03420, 0.05116, -0.83473)
B (0.44174, 0.23624, -0.46794)
H (-1.16654, -0.59323, 1.14753)

Results
Maximum force: 1.78 eV/A
Structure (SMILES): S=BS
Orbital gap: 9.77 eV



Entry 5:
# C2HBr2Cl

A structure of composition C2HBr2Cl (the ωB97M-V functional and the def2-TZVPD basis, the Open Molecules 2025 dataset).

Element x y z (Å)
Br (0.06334, 1.24034, -0.35130)
Br (0.68625, -1.80996, -0.14638)
Cl (-2.34481, -0.30631, 0.63585)
C (1.51751, -0.12119, -0.34133)
C (-2.00547, 0.99262, -0.27854)
H (2.08318, 0.00448, 0.48170)

Results
Maximum force: 3.89 eV/A
ΔE to the lowest compared entry with this formula, charge and spin: 0.8762 eV
Orbital gap (spin up / spin down): 8.55 / 5.84 eV